Density functional theory data (the ωB97M-V functional and the def2-TZVPD basis) for C22H46F4GaO9 as an isolated structure at a distorted geometry.

E_HOMO in eV: -5.17
Total charge: -1
2S+1: 1
Total energy in eV: -105226.3149
Max |F| in eV/Å: 8.739
LUMO level in eV: 2.173
Energy above the lowest of the compared OMol25 structures with the same formula, charge and spin in kcal/mol: 148.6

Each line ends with the Löwdin charge.
Atoms and positions in Å:
C 5.252 -0.271 1.944  -0.13
C 4.618 -0.675 0.487  -0.45
C 5.696 -0.312 -0.733  -0.13
C 3.100 -0.128 0.209  -0.23
Ga 2.754 1.839 0.739  0.41
O 3.464 2.362 2.420  -0.32
C 0.661 2.020 0.928  -0.26
C -0.040 0.789 0.101  -0.29
C -1.624 1.170 -0.269  -0.11
C -1.810 1.629 -1.843  -0.25
O -2.834 2.443 -2.197  -0.06
O -0.927 1.173 -2.933  -0.01
C 3.306 3.240 -0.678  -0.23
F 2.352 3.217 -1.848  -0.10
F 3.097 4.593 -0.039  -0.10
C 4.884 3.197 -1.124  -0.11
F 5.769 3.131 0.087  -0.06
F 5.172 4.547 -1.739  -0.09
H 5.541 0.879 1.878  0.07
H 6.235 -0.845 2.216  0.07
H 4.420 -0.330 2.797  0.09
H 4.549 -1.867 0.475  0.11
H 5.236 -0.431 -1.805  0.07
H 6.534 -1.158 -0.648  0.08
H 6.261 0.704 -0.559  0.06
H 2.929 -0.192 -0.970  0.06
H 2.292 -0.862 0.684  0.06
H 2.977 3.170 2.806  0.02
H 0.338 3.084 0.500  0.07
H 0.357 1.962 2.080  0.07
H -0.011 -0.182 0.795  0.11
H 0.579 0.504 -0.879  0.09
H -2.261 0.200 -0.045  0.12
H -1.938 2.076 0.407  0.12
H -0.742 0.194 -2.787  0.12
H 5.093 2.351 -1.905  0.16
C -0.390 -6.036 -0.794  -0.11
O 0.965 -6.426 -0.945  -0.21
C 1.703 -5.519 -1.764  -0.19
C 3.198 -5.610 -1.449  -0.17
O 3.565 -4.904 -0.257  -0.14
C 3.175 -5.520 0.978  -0.17
C 4.016 -6.750 1.326  -0.19
O 3.575 -7.883 0.576  -0.21
C 4.591 -8.861 0.431  -0.11
H -0.894 -6.025 -1.764  0.08
H -0.886 -6.758 -0.142  0.09
H -0.452 -5.050 -0.324  0.09
H 1.359 -4.488 -1.605  0.13
H 1.529 -5.803 -2.808  0.12
H 3.744 -5.115 -2.260  0.13
H 3.549 -6.644 -1.421  0.12
H 2.105 -5.738 0.990  0.12
H 3.351 -4.762 1.748  0.13
H 3.895 -6.991 2.388  0.12
H 5.073 -6.539 1.122  0.13
H 5.455 -8.438 -0.091  0.09
H 4.194 -9.681 -0.174  0.09
H 4.890 -9.250 1.408  0.08
C -6.439 4.424 -2.857  -0.11
O -6.508 4.044 -1.493  -0.21
C -5.225 3.722 -0.954  -0.20
C -5.228 3.887 0.567  -0.16
O -5.113 5.253 0.986  -0.13
C -6.284 6.062 0.804  -0.17
C -7.394 5.743 1.809  -0.20
O -8.098 4.565 1.413  -0.21
C -8.733 3.924 2.507  -0.12
H -6.053 3.601 -3.464  0.09
H -7.447 4.675 -3.196  0.08
H -5.807 5.310 -2.975  0.09
H -4.451 4.369 -1.389  0.12
H -5.013 2.679 -1.211  0.11
H -4.338 3.386 0.963  0.12
H -6.091 3.403 1.030  0.12
H -6.638 6.018 -0.227  0.12
H -5.954 7.092 0.981  0.12
H -8.116 6.566 1.833  0.12
H -6.957 5.615 2.806  0.12
H -7.992 3.628 3.257  0.09
H -9.225 3.021 2.137  0.09
H -9.483 4.584 2.954  0.08

Forces on atoms 1 to 2 (eV/Å):
-0.5 1.5 -0.4
0.2 -1.5 -0.3